Record 1
Below is a structure of composition C51H74BN2NaO6PSb, with properties calculated with ωB97M-V/def2-TZVPD.

## Properties
Gap between HOMO and LUMO   5.1 eV
HOMO   -1.49 eV
LUMO   3.64 eV
Maximum force   0.73 eV/A
DFT total energy   -3317.53525 a.u.
Relative energy (zero: lowest compared OMol25 entry of this formula, charge and spin)   0.0 kJ/mol

The geometry in ORCA input format:
```
! wB97M-V def2-TZVPD RIJCOSX def2/J DEFGRID3
* xyz -2 1
Na 0.3860 0.7175 -0.7186
C 1.0729 2.9846 4.3890
C 0.3055 2.6416 3.1151
C 0.5082 3.7572 2.0867
P 0.7048 1.0287 2.2677
C -0.0442 -0.2904 3.3646
C -0.1848 -0.0917 4.8735
C 0.6133 -1.6324 3.0401
C 2.5123 0.9151 2.4119
C 3.1628 0.6466 3.6123
C 4.5428 0.5614 3.7470
C 5.1965 0.2810 5.0742
C 5.2894 0.7832 2.5845
C 4.7000 1.0549 1.3724
C 3.2767 1.1156 1.2066
N 2.6752 1.3523 0.0449
C 3.4180 1.5189 -1.1228
C 3.5272 2.7950 -1.7034
C 2.9561 3.9814 -0.9813
C 4.1457 2.9477 -2.9401
C 4.6799 1.8675 -3.6305
C 5.3612 2.0536 -4.9616
C 4.5718 0.6097 -3.0467
C 3.9521 0.4147 -1.8179
C 3.8175 -0.9607 -1.2315
H 0.7470 3.9575 4.7744
H 2.1410 3.0515 4.1704
H 0.9461 2.2474 5.1820
H -0.7680 2.5646 3.3419
H 1.5692 3.8333 1.8302
H 0.1940 4.7232 2.4977
H -0.0354 3.5673 1.1602
H -1.0642 -0.3337 2.9613
H 0.7809 -0.0765 5.3809
H -0.7592 -0.9232 5.2974
H -0.7129 0.8315 5.1197
H 1.6280 -1.6747 3.4407
H 0.6773 -1.7989 1.9621
H 0.0342 -2.4517 3.4798
H 2.5574 0.4986 4.5013
H 4.4869 -0.1786 5.7667
H 5.5801 1.1863 5.5599
H 6.0408 -0.4071 4.9710
H 6.3758 0.7390 2.6353
H 5.3248 1.2195 0.5011
H 3.5758 4.2499 -0.1196
H 1.9676 3.7479 -0.5853
H 2.8858 4.8477 -1.6425
H 4.1940 3.9411 -3.3801
H 5.0621 2.9951 -5.4260
H 5.1135 1.2448 -5.6530
H 6.4508 2.0697 -4.8594
H 4.9614 -0.2591 -3.5725
H 4.0767 -1.7247 -1.9671
H 2.7980 -1.1432 -0.8891
H 4.4662 -1.0846 -0.3588
O -0.0441 0.9740 -3.0569
C 0.4263 1.9537 -3.5978
C 0.2990 3.3364 -3.1654
C 0.7968 4.3072 -4.0180
C 0.6558 5.6523 -3.7236
C -0.0109 6.0547 -2.5448
C -0.4909 5.1217 -1.6823
C -0.3233 3.6985 -1.9052
O -0.6789 2.8666 -1.0483
N 1.1649 6.6373 -4.6249
O 0.9730 7.8276 -4.3651
O 1.6985 6.2686 -5.6724
H 1.0042 1.8366 -4.5399
H 1.2973 4.0108 -4.9316
H -0.1252 7.1109 -2.3441
H -0.9880 5.4105 -0.7637
C -3.2883 3.3643 0.8391
C -4.1378 2.1032 1.0282
C -5.6082 2.4568 0.8385
C -3.9059 1.6219 2.4633
Sb -3.2779 0.5643 -0.3126
C -4.2561 0.9946 -2.2392
C -3.9948 2.4704 -2.5444
C -3.4948 0.1540 -3.2690
C -5.7499 0.7100 -2.3615
C -4.3159 -1.2714 0.3528
C -4.3518 -2.2473 -0.8251
C -3.4001 -1.8778 1.4210
C -5.7260 -1.1182 0.9139
H -3.5573 4.0964 1.6139
H -3.4486 3.8362 -0.1312
H -2.2196 3.1556 0.9110
H -5.9081 3.2049 1.5874
H -6.2662 1.5955 0.9470
H -5.7885 2.8972 -0.1427
H -4.1466 2.4348 3.1622
H -2.8581 1.3517 2.6298
H -4.5228 0.7627 2.7314
H -2.9351 2.7246 -2.4437
H -4.5665 3.1304 -1.8905
H -4.2990 2.6883 -3.5774
H -2.4126 0.2777 -3.1806
H -3.7911 0.4654 -4.2805
H -3.7159 -0.9096 -3.1710
H -6.3479 1.3304 -1.6940
H -5.9924 -0.3324 -2.1543
H -6.0762 0.9205 -3.3904
H -3.3725 -2.3566 -1.2945
H -5.0797 -1.9561 -1.5847
H -4.6466 -3.2394 -0.4530
H -2.3969 -2.0569 1.0225
H -3.8091 -2.8426 1.7509
H -3.3032 -1.2397 2.3027
H -6.4091 -0.6580 0.1996
H -5.7507 -0.5244 1.8288
H -6.1264 -2.1122 1.1623
C 2.5329 -8.0755 -0.5396
C 1.1868 -7.9226 0.1822
C 0.3416 -9.1574 -0.1323
C 1.4332 -7.8935 1.6973
C 0.5126 -6.6193 -0.2541
C -0.7404 -6.5888 -0.8556
C -1.3480 -5.3877 -1.2496
C -0.6651 -4.2175 -1.0209
O -1.0172 -2.9395 -1.2886
B 0.0380 -2.0356 -0.8328
O 1.0400 -2.9654 -0.2940
C 0.5910 -4.2297 -0.4164
C 1.1900 -5.4073 -0.0316
H 3.0269 -9.0038 -0.2361
H 3.2011 -7.2446 -0.3108
H 2.3874 -8.0963 -1.6215
H 0.8684 -10.0556 0.2011
H 0.1555 -9.2544 -1.2037
H -0.6220 -9.1229 0.3797
H 1.9334 -8.8117 2.0213
H 0.4884 -7.8038 2.2371
H 2.0588 -7.0470 1.9820
H -1.2763 -7.5106 -1.0340
H -2.3253 -5.3820 -1.7166
H 2.1660 -5.3775 0.4385
*
```


Record 2
Below is a structure of composition C51H74F6N4O5PS3SbSi4Ti at a distorted geometry, with properties calculated with ωB97M-V/def2-TZVPD.

## Properties
Gap between HOMO and LUMO   7.2 eV
HOMO   -7.04 eV
LUMO   0.17 eV
Maximum force   2.26 eV/A
DFT total energy   -6965.98288 a.u.
Relative energy (zero: lowest compared OMol25 entry of this formula, charge and spin)   50.7 kJ/mol

The geometry in ORCA input format:
```
! wB97M-V def2-TZVPD RIJCOSX def2/J DEFGRID3
* xyz 0 1
Ti 1.0840 1.2018 -0.1550
N -2.0009 2.2791 -1.9875
P -2.5782 1.0560 -0.8552
C -3.5548 0.1058 -2.0875
C -4.6757 0.6206 -2.7401
C -5.3270 -0.1220 -3.7122
C -4.8723 -1.3948 -4.0350
C -3.7763 -1.9280 -3.3753
C -3.1225 -1.1823 -2.4032
C -3.9489 1.9839 -0.0794
C -4.0769 3.3657 -0.1125
C -5.1090 3.9933 0.5788
C -6.0087 3.2451 1.3165
C -5.8751 1.8616 1.3704
C -4.8543 1.2378 0.6779
C -0.9621 3.1783 -1.9549
C -1.1839 4.4354 -2.5555
C -0.1683 5.3481 -2.6396
C 1.0840 5.0396 -2.1199
C 1.2331 3.8129 -1.5270
N 0.2529 2.8898 -1.4417
H -2.7635 2.6412 -2.5489
H -5.0530 1.6017 -2.4713
H -6.1961 0.2852 -4.2130
H -5.3856 -1.9761 -4.7903
H -3.4308 -2.9274 -3.6071
H -2.2836 -1.6132 -1.8735
H -3.3659 3.9743 -0.6598
H -5.1916 5.0719 0.5524
H -6.8051 3.7360 1.8606
H -6.5635 1.2704 1.9608
H -4.7507 0.1602 0.7376
H -2.1733 4.6606 -2.9315
H -0.3487 6.3125 -3.0976
H 1.9099 5.7335 -2.1613
H 2.1783 3.5374 -1.0800
C 0.7296 -0.4585 -1.4248
Si 1.8411 -0.8565 -2.8124
C 3.5324 -0.1063 -2.3622
N 3.4276 1.3293 -2.0206
C 4.6137 1.7905 -1.2781
C 5.8367 2.0382 -2.1553
C 5.5299 3.1029 -3.2299
C 4.0374 3.4294 -3.2534
C 3.2157 2.1486 -3.2439
C 1.1952 -0.1376 -4.4283
C 0.0069 0.5893 -4.4877
C -0.4584 1.1131 -5.6885
C 0.2625 0.9161 -6.8568
C 1.4428 0.1827 -6.8235
C 1.8959 -0.3400 -5.6216
C 2.0532 -2.7069 -3.0967
C 1.2338 -3.4013 -3.9897
C 1.2984 -4.7840 -4.1024
C 2.1914 -5.5053 -3.3224
C 3.0198 -4.8375 -2.4312
C 2.9451 -3.4555 -2.3235
H 0.7957 -1.2470 -0.6655
H -0.3115 -0.4238 -1.7457
H 4.3187 -0.3041 -3.1072
H 3.8168 -0.6286 -1.4459
H 4.3619 2.7014 -0.7267
H 4.8421 1.0438 -0.5163
H 6.1413 1.0988 -2.6221
H 6.6696 2.3494 -1.5215
H 5.8197 2.7294 -4.2148
H 6.1129 4.0090 -3.0579
H 3.7823 3.9937 -4.1526
H 3.7706 4.0679 -2.4082
H 3.5033 1.5647 -4.1263
H 2.1527 2.3657 -3.3621
H -0.5748 0.7523 -3.5868
H -1.3873 1.6707 -5.7107
H -0.0986 1.3215 -7.7938
H 2.0030 0.0148 -7.7349
H 2.8139 -0.9209 -5.6137
H 0.5313 -2.8543 -4.6098
H 0.6513 -5.2994 -4.8013
H 2.2415 -6.5832 -3.4093
H 3.7206 -5.3935 -1.8205
H 3.5992 -2.9540 -1.6164
F -2.6787 4.8602 2.4277
C -1.3662 4.6091 2.4984
F -0.7325 5.3411 1.5777
F -0.9612 4.9873 3.7076
S -1.0768 2.7572 2.0309
O -0.0324 0.8037 0.8562
O -2.1020 2.0083 2.7360
N 0.3246 2.6665 2.9496
S 1.7707 2.7533 2.5374
O 2.0594 2.6694 1.0687
O 2.6536 1.9448 3.3333
C 2.4182 4.4558 2.8761
F 2.0429 4.8339 4.0950
F 1.9742 5.3470 1.9941
F 3.7518 4.4433 2.8193
C -4.2467 -3.7606 4.3955
Si -3.9928 -2.2951 3.2238
C -5.0216 -0.8305 3.8193
C -4.6744 -2.8630 1.5583
Sb -1.6491 -1.4006 2.8133
Si -1.0464 -1.1035 5.2697
C -1.2337 -2.6566 6.3187
C 0.7115 -0.4728 5.4827
C -2.2258 0.2005 5.9206
Si -0.7193 -3.5827 1.9133
C -1.4316 -3.6771 0.1570
C 1.1562 -3.5187 1.7331
C -1.1670 -5.1966 2.7704
H -4.8230 -3.4694 5.2768
H -3.3068 -4.1885 4.7426
H -4.8031 -4.5477 3.8806
H -6.0222 -0.8904 3.3806
H -4.5846 0.1295 3.5384
H -5.1328 -0.8461 4.9049
H -5.7520 -3.0313 1.6472
H -4.2119 -3.8094 1.2674
H -4.5037 -2.1514 0.7490
H -0.7254 -3.5072 5.8588
H -2.2831 -2.9234 6.4510
H -0.7989 -2.5017 7.3110
H 1.4012 -1.3072 5.6353
H 0.7510 0.1649 6.3701
H 1.0543 0.1379 4.6468
H -3.2090 -0.2350 6.1070
H -2.3478 1.0284 5.2194
H -1.8468 0.6026 6.8642
H -0.6462 -3.5051 -0.5859
H -2.2143 -2.9383 -0.0218
H -1.8550 -4.6678 -0.0291
H 1.5250 -2.4997 1.6010
H 1.4335 -4.0922 0.8428
H 1.6435 -3.9728 2.5990
H -2.2484 -5.3461 2.7280
H -0.8728 -5.2046 3.8223
H -0.6899 -6.0476 2.2762
O 2.5106 -0.0813 0.7132
S 3.8016 -0.0351 1.5251
C 4.8637 -1.3194 0.8221
C 5.6003 -1.8833 2.0268
C 4.5091 -2.1796 3.0560
C 3.5415 -0.9939 3.0493
H 5.5084 -0.8767 0.0645
H 4.1978 -2.0563 0.3660
H 6.3057 -1.1422 2.4133
H 6.1755 -2.7679 1.7559
H 4.9203 -2.3341 4.0526
H 3.9824 -3.0880 2.7673
H 3.6970 -0.2985 3.8676
H 2.4883 -1.2691 3.0367
*
```


Record 3
Below is a cluster of 10 separate species, C51H77BClN10O5S in total, with properties calculated with ωB97M-V/def2-TZVPD.

## Properties
Gap between HOMO and LUMO   6.5 eV
HOMO   -9.43 eV
LUMO   -2.95 eV
Maximum force   0.66 eV/A
DFT total energy   -3796.20217 a.u.
Relative energy (zero: lowest compared OMol25 entry of this formula, charge and spin)   0.0 kJ/mol

The geometry in ORCA input format:
```
! wB97M-V def2-TZVPD RIJCOSX def2/J DEFGRID3
* xyz 1 1
C 1.9667 -0.6052 3.7954
O 2.4361 0.0720 2.6440
C 2.5717 -0.7570 1.5048
C 1.3030 -0.8267 0.6171
C 0.1264 -0.0076 1.1452
C -0.9218 0.2469 0.0528
C -2.3866 0.3600 0.4977
C -2.9299 1.6497 1.1553
N -2.2170 2.8925 0.6330
C -0.9027 3.2751 1.2971
C -0.6032 4.7544 1.0447
C 0.9135 5.0419 0.9159
C 1.4495 6.1772 1.8111
C 2.3295 5.7238 2.9808
S 1.6429 5.5536 4.6373
O 2.5284 6.1453 5.5776
O 1.1442 4.2210 4.7858
Cl -0.0311 6.7333 4.6397
C -0.8920 2.9213 2.7891
O -1.5335 1.7068 3.1002
C -2.8827 1.7139 2.6694
B -3.7267 0.6012 3.4629
C -3.4897 0.3786 4.9756
O -4.6304 -0.1724 2.7342
H 2.7839 -1.1495 4.2794
H 1.1666 -1.3160 3.5625
H 1.5809 0.1458 4.4843
H 3.3920 -0.3364 0.9218
H 2.8782 -1.7633 1.8095
H 0.9884 -1.8615 0.4673
H 1.5625 -0.4322 -0.3709
H -0.3366 -0.4812 2.0136
H 0.5344 0.9256 1.5276
H -0.8986 -0.5777 -0.6643
H -0.6211 1.1169 -0.5478
H -2.6029 -0.4543 1.1914
H -3.0084 0.1714 -0.3810
H -3.9686 1.7713 0.8429
H -2.0311 2.7674 -0.3641
H -2.8559 3.6861 0.7084
H -0.1488 2.6844 0.7845
H -1.0218 5.3516 1.8605
H -1.1174 5.0748 0.1329
H 1.4620 4.1207 1.1333
H 1.1426 5.2790 -0.1224
H 2.0593 6.8541 1.2146
H 0.6187 6.7768 2.1773
H 2.7093 4.7130 2.8158
H 3.1794 6.3909 3.1148
H 0.1461 2.8284 3.1002
H -1.3380 3.7383 3.3731
H -3.3366 2.6765 2.9926
H -2.9708 1.1990 5.4703
H -2.8512 -0.5082 5.0866
H -4.4206 0.1523 5.4998
H -5.5245 0.1955 2.6704
N 4.1103 -1.3092 -2.3847
C 5.4720 -1.2108 -2.2768
C 5.8406 0.0126 -2.7684
C 4.6556 0.6778 -3.1899
C 3.6060 -0.1639 -2.9375
H 3.5642 -2.1024 -2.1006
H 6.0573 -2.0136 -1.8615
H 6.8479 0.3892 -2.8255
H 4.5868 1.6562 -3.6350
H 2.5481 -0.0523 -3.1086
N 6.6832 7.7034 1.3935
C 5.8117 6.7541 1.8464
C 5.4791 5.9467 0.7896
C 6.1790 6.4316 -0.3494
C 6.9110 7.5137 0.0581
H 7.0934 8.4268 1.9551
H 5.5182 6.7247 2.8826
H 4.8277 5.0883 0.8298
H 6.1648 6.0261 -1.3472
H 7.5840 8.1484 -0.4908
N 8.8047 8.7533 -3.1504
C 9.8292 8.2789 -3.9241
C 9.2892 7.4606 -4.8786
C 7.8823 7.4424 -4.6740
C 7.6141 8.2459 -3.5987
H 8.9146 9.3864 -2.3806
H 10.8491 8.5656 -3.7345
H 9.8390 6.9377 -5.6427
H 7.1520 6.9040 -5.2547
H 6.6826 8.5033 -3.1234
N -5.8676 -2.7736 1.5333
C -6.5668 -3.8940 1.8963
C -7.0187 -4.4974 0.7534
C -6.5783 -3.7110 -0.3456
C -5.8649 -2.6618 0.1703
H -5.4094 -2.1317 2.1560
H -6.6645 -4.1771 2.9316
H -7.5942 -5.4070 0.7098
H -6.7506 -3.9038 -1.3913
H -5.3474 -1.8486 -0.3112
N 5.3159 -5.7615 -3.4169
C 4.3890 -4.8498 -2.9952
C 3.3851 -5.5345 -2.3602
C 3.7256 -6.9142 -2.3974
C 4.9207 -7.0198 -3.0565
H 6.1574 -5.5407 -3.9170
H 4.5176 -3.8014 -3.2034
H 2.4985 -5.1036 -1.9233
H 3.1560 -7.7327 -1.9909
H 5.5189 -7.8815 -3.2976
N 1.0283 -2.1292 -6.6987
C 1.4939 -1.4203 -5.6271
C 1.1717 -0.1034 -5.8258
C 0.4815 -0.0181 -7.0661
C 0.4112 -1.2850 -7.5799
H 1.1319 -3.1193 -6.8243
H 2.0199 -1.9066 -4.8234
H 1.4155 0.7125 -5.1655
H 0.0929 0.8715 -7.5327
H -0.0184 -1.6525 -8.4957
N -4.7649 -8.5025 -0.6398
C -4.8647 -7.4200 0.1904
C -4.2432 -7.7394 1.3684
C -3.7511 -9.0677 1.2431
C -4.0898 -9.5103 -0.0072
H -5.1351 -8.5530 -1.5706
H -5.3596 -6.5165 -0.1212
H -4.1532 -7.0933 2.2260
H -3.2137 -9.6329 1.9858
H -3.9094 -10.4524 -0.4954
N -9.4371 -3.3899 3.8032
C -10.4846 -2.6255 4.2410
C -11.4080 -3.4633 4.8062
C -10.8989 -4.7864 4.7016
C -9.6840 -4.7079 4.0758
H -8.6208 -3.0475 3.3310
H -10.4874 -1.5565 4.1135
H -12.3461 -3.1640 5.2425
H -11.3734 -5.6910 5.0428
H -8.9814 -5.4765 3.8013
N -1.4390 -3.1463 -1.1065
C -0.5230 -3.2902 -2.1169
C -1.1916 -3.7261 -3.2279
C -2.5619 -3.8584 -2.8733
C -2.6845 -3.4914 -1.5604
H -1.2242 -2.8819 -0.1632
H 0.5219 -3.0863 -1.9565
H -0.7470 -3.9403 -4.1853
H -3.3646 -4.1899 -3.5105
H -3.5440 -3.4614 -0.9124
*
```